No. 1
{
  "formula": "C5H13N2",
  "method": "the ωB97M-V functional and the def2-TZVPD basis",
  "elements": ["C", "C", "N", "C", "C", "C", "N", "H", "H", "H", "H", "H", "H", "H", "H", "H", "H", "H", "H", "H"],
  "positions_angstrom": [[-1.99150, 0.43185, 0.60294], [-0.84733, -0.50154, 0.29134], [-0.82398, -1.76592, 0.37572], [0.54791, 0.29538, -0.16365], [1.64739, -0.32297, 0.71403], [0.47464, 0.01469, -1.70063], [0.76401, 1.76775, -0.00626], [-2.98854, 0.07160, 0.87043], [-1.91966, 0.97094, -0.31713], [-1.72930, 1.14007, 1.37935], [-1.59903, -2.32180, 0.55222], [0.05111, -2.17702, 0.16821], [1.06315, -0.19339, 1.67158], [2.57251, 0.36060, 0.66549], [1.82280, -1.40744, 0.47137], [-0.41493, 0.45134, -2.10976], [0.38066, -1.08492, -1.78326], [1.37112, 0.38638, -2.23152], [0.13744, 2.30348, 0.60858], [0.69005, 2.20801, -0.90293]],
  "atomic_forces_ev_per_a": [[0.60, -1.25, -0.10], [0.60, 4.08, 1.19], [1.03, 1.15, -0.57], [-0.66, -0.07, -0.98], [-0.42, 0.30, 0.04], [1.22, -1.13, 1.12], [-1.73, -0.69, 0.57], [0.29, -0.42, -0.50], [-0.91, 0.98, -0.70], [0.53, 0.06, 0.18], [-1.72, -1.21, 0.59], [0.81, -1.08, -0.23], [1.78, -0.49, -0.10], [-1.45, -1.54, 0.18], [0.26, 1.07, 0.50], [-0.45, 0.37, -0.33], [0.34, 0.54, -0.62], [-0.46, -0.28, 0.30], [0.43, -0.62, -0.05], [-0.08, 0.23, -0.48]],
  "multiplicity": 1,
  "lumo_ev": -4.19,
  "gap_ev": 9.709,
  "homo_ev": -13.9,
  "energy_ha": -307.52758,
  "smiles": "CC(=[NH2+])C(C)(C)N",
  "charge": 1
}

No. 2
{
  "formula": "C3H14N2O2",
  "method": "the ωB97M-V functional and the def2-TZVPD basis",
  "elements": ["C", "C", "N", "C", "N", "H", "H", "H", "H", "H", "H", "H", "H", "H", "H", "O", "H", "H", "O", "H", "H"],
  "positions_angstrom": [[1.41816, -1.45463, -2.30746], [0.51133, -0.56289, -1.44270], [1.18018, -0.15023, -0.20264], [0.36762, -0.54335, 0.96058], [0.84847, -0.40498, 2.33382], [1.78918, -2.40519, -1.89416], [0.82438, -1.66968, -3.20571], [2.21221, -0.83523, -2.72866], [-0.47654, -0.96275, -1.27322], [0.41830, 0.30986, -2.08793], [2.11151, -0.52393, -0.08228], [-0.57392, 0.00802, 0.98822], [0.10819, -1.61085, 0.82500], [1.47420, 0.40452, 2.32242], [1.55123, -1.11446, 2.54733], [-4.93761, -0.03355, -0.95490], [-4.01637, -0.26287, -1.10886], [-4.92149, 0.63345, -0.28025], [1.03581, 2.80884, 1.58999], [1.95930, 2.98700, 1.77200], [1.01849, 1.99240, 1.07362]],
  "atomic_forces_ev_per_a": [[-0.89, -0.02, -0.80], [2.03, 0.34, -0.63], [-0.57, 0.67, 1.38], [-0.98, -1.30, 0.36], [2.00, 0.33, -0.75], [-0.14, 0.49, 0.10], [0.08, -0.40, 0.12], [0.38, -0.20, 0.47], [-0.19, -0.34, 0.26], [-0.54, 0.29, 0.18], [0.00, -0.28, -0.37], [0.00, 0.14, -0.65], [-0.21, 0.22, 0.25], [-0.60, 0.43, 0.45], [-0.42, -0.42, -0.12], [0.00, -0.51, -0.52], [-0.03, 0.03, 0.02], [0.03, 0.49, 0.50], [-0.26, -0.10, 0.05], [0.18, 0.01, -0.06], [0.13, 0.13, -0.25]],
  "multiplicity": 1,
  "lumo_ev": 0.62,
  "gap_ev": 9.848,
  "homo_ev": -9.2,
  "energy_ha": -382.65025,
  "smiles": "CCNCN.O.O"
}

No. 3
{
  "formula": "C42H44N6O18S",
  "method": "the ωB97M-V functional and the def2-TZVPD basis",
  "elements": ["O", "N", "O", "C", "C", "C", "C", "C", "C", "H", "H", "H", "H", "H", "O", "N", "O", "C", "C", "C", "C", "C", "C", "H", "H", "H", "H", "H", "O", "N", "O", "C", "C", "C", "C", "C", "C", "H", "H", "H", "H", "H", "O", "N", "O", "C", "C", "C", "C", "C", "C", "H", "H", "H", "H", "H", "O", "N", "O", "C", "C", "C", "C", "C", "C", "H", "H", "H", "H", "H", "O", "N", "O", "C", "C", "C", "C", "C", "C", "H", "H", "H", "H", "H", "C", "C", "O", "S", "C", "O", "O", "H", "H", "H", "H", "H", "H", "H", "H", "C", "O", "C", "O", "O", "C", "H", "H", "H", "H", "H", "H"],
  "positions_angstrom": [[0.12509, -2.12740, 4.05276], [-1.01175, -1.83118, 4.44271], [-1.52491, -2.17234, 5.50692], [-1.80954, -0.99608, 3.54985], [-2.88087, -0.31240, 4.07580], [-3.70314, 0.39378, 3.23054], [-3.36843, 0.56313, 1.89198], [-2.37414, -0.25003, 1.37621], [-1.56610, -1.00570, 2.20279], [-3.15491, -0.37044, 5.11927], [-4.59849, 0.81271, 3.67338], [-3.88931, 1.16127, 1.15436], [-2.15705, -0.30361, 0.31835], [-0.71815, -1.54765, 1.80326], [3.07635, 2.94305, 3.62471], [2.08246, 2.48972, 4.08577], [2.07352, 1.70977, 4.98036], [0.81281, 2.84421, 3.47531], [0.84192, 3.59291, 2.30004], [-0.37983, 3.88460, 1.71495], [-1.58918, 3.63424, 2.36814], [-1.56653, 2.83988, 3.51383], [-0.35704, 2.38006, 4.04552], [1.76698, 3.96970, 1.89966], [-0.47239, 4.49712, 0.82370], [-2.52197, 4.04737, 2.00521], [-2.39516, 2.51254, 4.12850], [-0.37409, 1.80961, 4.96285], [-2.29492, 3.01582, -2.82476], [-3.10195, 3.02126, -1.89310], [-2.77065, 3.26514, -0.73469], [-4.51575, 2.77643, -2.16356], [-5.39847, 3.06256, -1.14560], [-6.74026, 2.92636, -1.40921], [-7.19111, 2.42142, -2.59132], [-6.29032, 2.15168, -3.59265], [-4.92875, 2.28260, -3.37417], [-4.99264, 3.43981, -0.21889], [-7.45926, 3.02225, -0.60324], [-8.24320, 2.25641, -2.76577], [-6.65467, 1.76041, -4.53330], [-4.25220, 1.99492, -4.16707], [3.54986, -1.16386, -3.09522], [3.97728, -1.40346, -1.98427], [4.05392, -2.49475, -1.49981], [4.37594, -0.26734, -1.15170], [4.20649, 1.01215, -1.66578], [4.25475, 2.10633, -0.82215], [4.82588, 1.93303, 0.43739], [5.20697, 0.65586, 0.84051], [4.99397, -0.46173, 0.05614], [3.87509, 1.23990, -2.66969], [3.94543, 3.08364, -1.16173], [4.90376, 2.82029, 1.05585], [5.54932, 0.57318, 1.86812], [5.16608, -1.44287, 0.47286], [-2.88562, -7.14466, -1.68396], [-2.15020, -6.20116, -1.60760], [-1.13465, -6.19327, -0.99288], [-2.56141, -4.98862, -2.25490], [-1.93194, -3.81509, -1.93142], [-2.39534, -2.59330, -2.44585], [-3.38506, -2.61252, -3.40741], [-4.00838, -3.82758, -3.70663], [-3.63325, -5.01852, -3.10224], [-1.12056, -3.76564, -1.22503], [-1.88829, -1.70089, -2.10780], [-3.62543, -1.67231, -3.89347], [-4.81289, -3.78012, -4.43514], [-4.04345, -5.97535, -3.39132], [6.22615, -4.16350, 6.87836], [6.17835, -3.17076, 7.55369], [6.26827, -3.14125, 8.73820], [6.05043, -1.90538, 6.84054], [6.09274, -0.73474, 7.55170], [5.79574, 0.45877, 6.90795], [5.42565, 0.46759, 5.58332], [5.47443, -0.70982, 4.86723], [5.78941, -1.90602, 5.49448], [6.36903, -0.77773, 8.59698], [5.71954, 1.31831, 7.56120], [5.07058, 1.42084, 5.21066], [5.36492, -0.79679, 3.79284], [5.71501, -2.83665, 4.95139], [-0.39620, -0.73680, -8.86655], [-0.99995, -1.58248, -7.79590], [-2.13141, -0.92057, -7.17692], [-1.87978, 0.24239, -6.14844], [-0.55653, -0.36039, -5.10190], [-1.30173, 1.38636, -6.75431], [-3.09346, 0.32801, -5.42104], [-1.13314, -0.47035, -9.61945], [0.37217, -1.32245, -9.37839], [0.04027, 0.17724, -8.47179], [-1.56672, -2.39034, -8.26808], [-0.35254, -2.11378, -7.10232], [0.29820, -0.51689, -5.74951], [-0.90415, -1.29466, -4.66794], [-0.37868, 0.43996, -4.39627], [0.28344, 1.99606, -1.06877], [1.29810, 1.61072, -0.12987], [1.28547, 0.41371, 0.41673], [0.70841, -0.55180, -0.02000], [2.06046, 0.46206, 1.45498], [2.38502, -0.76723, 2.01669], [0.88561, 2.72859, -1.60431], [-0.57452, 2.43002, -0.56839], [-0.08217, 1.25908, -1.78186], [1.77523, -1.64503, 1.78470], [2.13371, -0.82672, 3.09111], [3.44434, -0.96482, 1.99495]],
  "atomic_forces_ev_per_a": [[-1.38, 0.13, 0.74], [0.93, -0.42, 0.42], [0.84, 0.26, -1.08], [-0.23, -0.12, 0.37], [-0.65, -0.31, 0.35], [-0.30, 0.83, -0.02], [-0.25, -1.08, -0.59], [0.64, 0.25, -0.20], [0.66, -0.17, -0.24], [0.24, -0.20, 0.04], [0.07, 0.37, -0.21], [-0.42, 0.16, 0.44], [-0.05, 0.31, -0.08], [-0.18, -0.11, -0.01], [2.22, 1.41, -1.18], [-1.11, -0.19, -0.66], [-0.34, -1.60, 2.10], [-0.22, 0.08, -0.66], [-0.66, -0.27, 0.32], [-0.72, 1.16, 0.15], [0.27, -0.87, 0.59], [0.66, -0.35, 0.63], [-0.34, 0.87, -0.26], [0.13, -0.23, -0.11], [0.44, -0.13, -0.05], [0.09, -0.15, -0.19], [-0.52, 0.48, -0.59], [0.27, -0.12, -0.11], [-1.07, -0.23, 0.77], [1.55, 0.30, -0.32], [-0.32, -0.20, -0.49], [0.27, -0.02, 0.29], [0.26, 0.54, -0.03], [-0.57, -0.50, 1.85], [-0.34, 0.13, -0.89], [0.14, -0.61, -0.45], [-0.07, -0.04, -0.97], [-0.25, -0.05, 0.10], [0.10, 0.43, 0.01], [-0.11, 0.04, 0.08], [0.16, 0.01, -0.06], [0.26, 0.14, 0.16], [-0.06, 0.05, -0.30], [-0.06, 0.74, -0.30], [0.17, -1.16, 0.50], [0.73, 0.65, -1.03], [-1.37, 0.67, -0.17], [1.30, -0.41, 0.35], [-0.58, 0.10, -0.51], [0.09, 0.97, 0.84], [-0.46, -0.05, 0.81], [-0.14, -0.72, -0.08], [0.07, 0.03, -0.10], [0.15, -0.36, 0.35], [0.29, -0.27, -0.22], [0.06, -0.12, -0.28], [-1.05, -1.33, -0.32], [-0.55, -0.02, -0.13], [2.09, 0.13, 1.07], [-0.01, 0.90, 0.06], [0.03, 1.42, 0.48], [0.74, -1.19, 0.07], [0.03, 0.04, 0.34], [-0.39, 0.58, -0.45], [-0.27, 0.21, -1.17], [0.12, -0.37, 0.10], [-0.08, 0.20, -0.18], [-0.40, -0.22, -0.10], [0.10, -0.35, 0.06], [-0.31, 0.12, 0.16], [-0.10, -1.17, -0.60], [0.49, 0.44, -1.34], [0.03, 0.05, 2.10], [-0.31, 0.30, -0.01], [0.36, 0.25, 0.35], [-0.26, -0.52, 1.28], [-0.09, 0.79, 0.10], [0.53, -0.68, -0.55], [-0.49, -0.13, -0.41], [-0.19, 0.12, -0.01], [0.13, 0.31, -0.41], [0.09, -0.21, -0.57], [-0.47, 0.47, 0.04], [0.22, -0.02, 0.02], [0.83, 0.07, -0.24], [-1.63, -1.10, -1.17], [0.28, 0.09, 0.68], [1.53, -0.48, 0.89], [-1.01, -0.38, -0.69], [-0.20, 0.85, -0.88], [-0.93, 0.21, 0.45], [-0.18, 0.05, 0.11], [0.08, 0.11, 0.08], [0.12, 0.01, -0.06], [0.37, -0.14, -0.17], [0.21, 0.65, 0.35], [0.22, 0.06, 0.17], [0.25, 0.02, 0.36], [0.05, -0.04, 0.24], [0.81, 0.52, -0.43], [-0.60, 0.27, 0.06], [-0.79, -0.24, -1.60], [-0.34, -0.09, 0.01], [0.64, 0.04, 0.99], [-0.29, -2.10, 2.99], [-0.82, 0.38, -0.40], [0.10, 0.14, 0.17], [0.43, -0.53, 0.32], [0.25, 0.38, -1.36], [0.20, 1.12, -0.06], [0.18, -0.01, -0.56]],
  "multiplicity": 1,
  "lumo_ev": -1.13,
  "gap_ev": 8.735,
  "homo_ev": -9.9,
  "energy_ha": -3707.27988,
  "smiles": "O=[N+]([O-])c1ccccc1.O=[N+]([O-])c1ccccc1.O=[N+]([O-])c1ccccc1.O=[N+]([O-])c1ccccc1.O=[N+]([O-])c1ccccc1.O=[N+]([O-])c1ccccc1.CCOS(C)(=O)=O.COC(=O)OC"
}

No. 4
{
  "formula": "CH3NS3",
  "method": "the ωB97M-V functional and the def2-TZVPD basis",
  "elements": ["S", "C", "S", "N", "S", "H", "H", "H"],
  "positions_angstrom": [[-1.27436, -0.24604, 2.39108], [-0.71542, -0.49342, 0.87860], [-0.57869, -2.03477, -0.02420], [0.00645, 0.43639, 0.09822], [0.35264, 2.10982, 0.48717], [-1.52794, -2.74549, 0.82350], [0.56089, -0.03338, -0.69442], [0.87463, 2.25472, 1.77056]],
  "atomic_forces_ev_per_a": [[-0.17, -0.01, -0.63], [1.70, 0.89, -0.65], [-2.10, -1.02, 1.81], [0.52, -0.97, 0.22], [-0.37, -0.39, -0.23], [1.60, 1.12, -1.38], [-0.90, 1.54, 1.68], [-0.27, -1.16, -0.81]],
  "multiplicity": 1,
  "lumo_ev": 0.09,
  "gap_ev": 8.959,
  "homo_ev": -8.9,
  "energy_ha": -1289.17140,
  "smiles": "S=C(S)NS"
}